1.
The following is a quantum chemistry calculation of a 13-piece molecular cluster, C66H168N10O23 overall in a non-equilibrium geometry, from the Open Molecules 2025 dataset.

Cartesian coordinates (Å):
O -3.34 5.41 -0.07
O 1.11 2.59 3.65
O 0.97 0.62 -5.35
O 5.29 -4.68 3.68
O 3.74 -0.87 2.80
O -6.49 -2.16 1.83
O 0.77 -4.08 -4.65
O 3.24 -0.05 -4.05
O -2.82 -3.54 -1.44
O -8.52 -5.04 3.93
O 2.33 3.21 -9.12
O -0.10 1.73 -2.03
O -4.42 3.48 -4.87
O 1.02 -5.54 0.54
O 6.88 3.29 -5.14
O -3.74 0.99 -1.72
O -1.83 1.72 -8.68
O -1.46 0.01 1.57
O -2.04 -1.03 7.95
O -2.82 0.53 5.72
O 0.65 -2.39 5.38
O 4.04 2.85 0.79
O 3.99 0.79 6.64
N 2.92 -1.96 7.01
N -9.57 -2.80 1.18
N -4.82 2.89 0.29
N 0.57 -0.64 -0.26
N -0.22 1.13 6.89
N 1.58 3.63 -6.33
N 6.40 -2.23 3.08
N -3.79 1.12 -6.52
N 0.79 -3.40 -1.51
N 6.03 3.64 -2.41
C 4.29 -0.03 -4.97
C 1.63 -2.97 -2.63
C 5.39 -0.69 -4.19
C -3.84 0.62 -7.88
C 4.38 -0.12 7.66
C 0.93 3.10 -5.13
C 2.71 2.82 -6.73
C 2.65 3.94 -10.32
C -0.14 0.04 2.02
C 7.27 -3.43 2.86
C 4.64 -5.89 3.83
C 1.44 -4.90 1.69
C 3.03 0.27 3.18
C 5.82 4.13 -4.77
C 3.31 3.23 -8.09
C -4.40 5.28 0.85
C 0.70 -1.00 1.14
C -2.46 0.47 -8.60
C 5.56 2.89 -1.21
C -5.07 1.35 -5.85
C 4.88 -0.49 2.07
C 5.80 -1.72 1.84
C 6.34 -4.69 2.68
C -0.59 -3.53 -2.00
C 4.76 3.39 1.86
C -8.35 -2.81 0.39
C 4.17 2.18 6.92
C -0.90 -0.49 8.73
C -2.82 -0.06 -1.94
C -4.91 0.70 -0.96
C -3.82 4.16 -3.84
C 1.39 -3.51 5.94
C 0.21 -0.57 -5.39
C -2.90 -1.95 8.66
C -2.32 6.30 0.31
C 4.31 -1.61 7.25
C -3.66 1.60 6.23
C 0.61 3.61 2.73
C -8.94 -4.70 2.65
C -0.67 -2.81 4.97
C 0.81 -5.23 -5.46
C -0.57 1.65 -9.27
C 1.49 0.45 -0.61
C 0.65 1.32 5.70
C -3.89 2.70 5.20
C 0.24 2.49 4.78
C -7.31 -1.75 0.73
C -2.42 0.86 2.21
C -1.51 -3.53 -0.83
C 5.10 3.64 -3.50
C 7.45 3.53 -6.39
C -0.24 2.95 -1.32
C 4.31 3.45 -0.52
C 1.87 -4.01 -3.77
C 0.12 -0.11 7.63
C 2.85 -3.14 6.17
C -5.61 2.01 -0.60
C -4.81 2.14 -4.58
C -3.96 -3.49 -0.50
C -5.50 -1.22 2.15
C 1.17 1.09 -1.98
C 0.12 1.81 -5.36
C -8.06 -6.37 4.10
C 2.77 -4.22 1.41
C -5.41 4.23 0.29
C -9.36 -3.21 2.56
H 1.97 1.79 -2.21
H -1.33 -2.60 -0.27
H 2.76 -3.56 0.54
H -1.30 -4.35 -0.15
H 6.33 2.94 -0.44
H -2.64 -0.08 6.44
H -3.92 2.92 -0.17
H -8.75 -2.66 -0.62
H -3.38 -1.38 9.45
H 4.26 -6.27 2.88
H 1.17 -0.12 7.93
H 3.35 2.43 7.59
H -5.22 -1.35 3.20
H 5.42 0.07 7.92
H -2.59 7.35 0.30
H -4.44 2.29 4.35
H -6.10 2.50 -1.44
H 5.11 4.16 -5.59
H 8.08 2.71 -6.74
H -4.10 5.14 1.89
H 1.18 -5.04 -0.27
H -6.31 4.40 0.87
H -1.29 -3.23 5.76
H -8.18 -4.83 1.88
H 3.87 0.03 8.61
H 2.89 4.99 -10.12
H 4.59 -0.07 1.11
H 4.20 2.67 -8.36
H -0.93 -2.74 -2.67
H -4.61 1.11 6.46
H 6.75 3.74 -7.20
H 7.92 -3.67 3.70
H -3.77 -4.11 0.37
H -3.31 1.89 7.22
H 5.80 3.08 1.77
H 3.48 3.15 -1.16
H 1.05 0.26 -2.68
H -0.48 1.93 -6.27
H -3.88 -2.47 -0.13
H -4.95 -3.72 -0.89
H 0.79 -2.56 -0.94
H 5.50 0.23 2.61
H -0.47 -1.23 9.39
H 2.49 0.03 -0.59
H 6.97 -5.57 2.80
H -0.03 -0.16 3.09
H -6.52 1.78 -0.04
H 5.66 -2.66 3.62
H -5.47 0.36 -5.64
H -0.02 -5.26 -6.17
H 5.22 -6.64 4.38
H -7.73 -0.75 0.88
H -4.29 -0.38 -7.92
H 4.40 2.96 2.80
H 6.55 -1.49 1.08
H 2.14 -4.98 -3.36
H 6.22 -0.91 -4.86
H -5.63 4.67 -0.68
H 1.77 -5.29 -5.97
H 1.76 -1.08 1.36
H -0.63 1.73 -4.58
H -0.45 3.43 2.52
H -0.47 -0.67 -4.55
H 8.00 4.46 -6.27
H 1.66 2.96 -4.33
H -7.39 -6.63 3.28
H -5.87 1.76 -6.48
H 0.12 0.98 -8.76
H -2.47 0.65 3.28
H 0.33 -2.01 1.27
H -3.57 5.09 -4.35
H 2.38 1.79 -6.85
H 2.43 0.18 -4.52
H 0.83 -1.47 -5.46
H -4.03 1.70 -3.96
H -7.78 -3.73 0.28
H -6.67 -1.67 -0.14
H -0.47 2.73 -0.28
H 2.54 -1.23 6.43
H 1.70 1.45 5.97
H -1.10 3.43 -1.79
H -5.63 0.04 -1.45
H -1.26 -1.92 4.75
H 0.58 0.39 5.13
H 7.81 -3.41 1.91
H 1.18 3.49 1.81
H -3.03 3.18 4.75
H 0.60 -6.15 -4.91
H -9.99 -1.88 1.10
H 2.21 -0.08 3.80
H -0.41 -0.68 -6.28
H 3.13 -3.73 2.32
H 0.10 -1.01 7.01
H 5.26 -2.54 1.38
H -4.43 3.51 5.68
H -2.96 3.64 -3.42
H -8.62 -2.58 3.07
H 3.99 2.65 5.96
H -0.11 2.64 -9.24
H -4.61 0.26 -0.01
H -0.70 -3.41 4.06
H -2.15 1.91 2.12
H 0.77 4.63 3.09
H 4.75 4.48 1.87
H -10.29 -3.15 3.12
H -9.80 -5.32 2.37
H 4.75 -2.28 7.99
H -4.40 1.20 -8.62
H -1.13 0.90 6.52
H -3.72 -2.28 8.03
H -0.29 -0.11 -0.28
H -2.35 -2.81 9.03
H 4.98 -1.68 6.40
H 2.59 0.81 2.34
H 5.76 -0.12 -3.34
H -2.12 0.28 -2.71
H 3.17 -2.83 5.18
H 4.25 4.54 -0.51
H 1.28 -2.04 -3.08
H 3.72 -5.78 4.40
H -2.34 -0.40 -1.03
H -3.32 -0.92 -2.38
H 4.66 2.69 -3.79
H -1.59 6.24 -0.50
H 3.59 -4.91 1.21
H 0.75 -4.14 2.06
H 0.21 3.80 -4.71
H -0.60 1.31 -10.31
H -2.66 -0.01 -9.56
H 4.24 4.27 -3.26
H 2.63 -2.74 -2.26
H -0.76 2.24 4.44
H -0.69 -4.48 -2.52
H -4.89 6.25 0.95
H -3.40 2.04 -6.42
H -1.30 0.39 9.24
H -1.80 -0.25 -8.12
H -1.96 6.01 1.29
H 6.81 3.18 -2.86
H -8.89 -7.08 4.06
H 4.50 0.95 -5.40
H 2.76 -3.73 -4.34
H 5.94 -4.75 1.67
H 1.62 -5.69 2.42
H 1.30 -4.29 5.17
H 6.28 5.11 -4.64
H 4.01 -0.70 -5.78
H -7.55 -6.54 5.05
H -4.62 -1.41 1.54
H 0.95 3.58 -7.12
H 5.39 1.85 -1.48
H 3.54 3.49 -10.76
H 1.86 3.76 -11.06
H 0.62 3.61 -1.39
H 0.89 -3.86 6.84
H 3.45 2.91 -5.93
H -5.69 2.18 -3.94
H 1.57 1.31 0.05
H -4.61 4.41 -3.14
H 5.19 2.36 7.27
H 3.66 4.23 -7.86
H 3.37 -3.99 6.62
H 0.17 3.42 5.34
H 0.31 1.01 1.83
H 3.62 1.00 3.73
H -3.44 0.68 1.88
H 4.99 -1.62 -3.78
H -5.82 -0.19 2.01

The strongest force on any atom is 2.7 eV Å⁻¹. Its charge is 0. The spin multiplicity is 1.

Atom charges from the Löwdin analysis, given in e for atoms 1 to 6: -0.201 -0.209 -0.233 -0.216 -0.178 -0.187

---

2.
The following is a quantum chemistry calculation of a 2-piece molecular cluster, C18H29FINO6P overall in a non-equilibrium geometry, from the Open Molecules 2025 dataset.

Cartesian coordinates (Å):
I -3.96 -3.22 2.48
P -4.71 -1.16 1.36
F 0.67 -1.48 -2.48
O -2.51 2.33 3.37
O -5.05 2.45 5.04
O -4.75 1.94 2.60
O -5.76 -1.61 0.00
O -1.35 0.03 4.86
O -5.25 0.13 4.40
N -1.35 -0.37 -1.62
C -2.60 1.18 1.01
C -1.34 1.80 0.15
C -3.28 1.85 2.35
C -1.53 -2.27 -3.48
C -0.71 -1.02 -2.83
C 4.97 -2.28 0.54
C -3.21 -0.25 0.49
C 4.47 1.73 -0.52
C -0.74 0.97 -1.18
C -1.32 -3.70 -2.68
C 0.55 1.69 -1.91
C 4.60 -0.69 0.81
C -0.69 3.24 0.60
C 3.26 2.02 -1.64
C -5.00 1.56 4.03
C 4.95 0.14 -0.57
C -2.53 -0.98 -0.83
C 1.90 1.31 -1.02
H 0.49 3.29 0.49
H 3.58 1.39 -2.60
H -2.68 -2.00 -3.55
H 3.44 -0.63 1.06
H 1.80 1.58 0.12
H -1.62 -3.67 -1.55
H -0.68 -0.17 -3.67
H -0.65 -0.30 4.25
H -0.95 3.58 1.70
H -1.90 0.74 4.42
H 0.72 1.37 -3.02
H 5.19 -0.33 1.75
H -0.20 -4.09 -2.71
H 4.39 -0.39 -1.46
H 6.02 -2.39 0.00
H -2.01 -4.51 -3.20
H 5.39 2.47 -0.70
H 0.44 2.88 -1.92
H 3.98 1.91 0.52
H 2.07 0.14 -1.07
H 3.15 3.16 -1.86
H 6.10 0.07 -0.76
H -1.92 -0.71 5.20
H 4.18 -2.70 -0.25
H -1.11 4.05 -0.17
H 4.92 -2.94 1.51
H -2.99 -2.03 -1.12
H -1.18 -2.47 -4.60
H -5.72 -2.60 -0.14

The strongest force on any atom is 9.9 eV Å⁻¹. Its charge is +1. The spin multiplicity is 1.

Atom charges from the Löwdin analysis, given in e for atoms 1 to 6: 0.371 0.549 -0.053 -0.046 -0.057 -0.014

---

3.
The following is a quantum chemistry calculation of a 2-piece molecular cluster, C4H12NO overall in a non-equilibrium geometry, from the Open Molecules 2025 dataset.

Cartesian coordinates (Å):
O -1.62 1.61 -2.46
N -0.66 -0.43 0.07
C 1.01 0.41 1.30
C 1.58 -0.91 0.49
C 0.51 -1.14 -0.52
C -0.43 0.20 1.41
H -0.76 -0.43 2.17
H 1.45 1.39 0.93
H -2.01 1.78 -3.31
H 0.22 -2.14 -0.68
H -0.89 0.29 -0.74
H 1.54 -1.80 1.17
H -2.26 2.01 -1.85
H -1.49 -0.81 -0.02
H 2.55 -0.81 0.04
H 1.61 0.39 2.16
H -1.07 1.10 1.38
H 0.71 -0.71 -1.54

The strongest force on any atom is 6.5 eV Å⁻¹. Its charge is +1. The spin multiplicity is 1.

Atom charges from the Löwdin analysis, given in e for atoms 1 to 6: -0.049 0.057 -0.133 -0.092 -0.125 -0.091

---

4.
The following is a quantum chemistry calculation of a 3-piece molecular cluster, CH6NO4 overall in a non-equilibrium geometry, from the Open Molecules 2025 dataset.

Cartesian coordinates (Å):
O -0.89 0.25 -0.88
O 2.33 -0.58 2.66
O 0.73 -0.02 0.68
O -0.65 0.70 -3.95
N -1.37 -0.31 1.29
C -0.47 -0.06 0.30
H 1.71 -0.37 1.85
H -0.22 -0.14 -3.65
H -1.10 -0.70 2.19
H -2.40 -0.38 1.20
H 2.97 0.10 2.56
H -0.72 1.21 -3.12

The strongest force on any atom is 3.5 eV Å⁻¹. Its charge is -1. The spin multiplicity is 1.

Atom charges from the Löwdin analysis, given in e for atoms 1 to 6: -0.117 -0.156 -0.092 -0.119 0.098 -0.804

---

5.
The following is a quantum chemistry calculation of a 6-piece molecular cluster, C6H24N12O6 overall in a non-equilibrium geometry, from the Open Molecules 2025 dataset.

Cartesian coordinates (Å):
O 1.06 0.40 0.96
O -0.86 -0.49 5.97
O -2.17 -2.38 1.41
O 0.22 -4.16 -2.44
O -1.10 0.17 -3.80
O -0.06 3.26 2.79
N 1.05 -3.89 -4.53
N -0.93 -3.78 0.10
N 0.75 -0.05 -1.27
N 0.28 5.26 3.72
N -1.54 -1.66 -0.52
N -0.01 0.30 4.08
N -0.42 -1.87 4.11
N 2.18 -3.17 -2.79
N 0.78 3.43 4.92
N -1.86 2.00 -4.83
N 0.05 2.15 -3.60
N 0.36 1.99 -0.50
C -0.98 1.38 -4.06
C 0.74 0.75 -0.16
C -1.55 -2.64 0.41
C 0.34 3.92 3.73
C 1.08 -3.72 -3.20
C -0.49 -0.73 4.78
H -0.25 3.08 -3.35
H -1.72 2.91 -5.23
H 0.73 4.23 5.53
H -0.09 1.19 4.53
H -0.73 -1.64 -1.11
H -0.77 -2.70 4.56
H 2.95 -3.14 -3.43
H -0.50 -3.83 -0.81
H -0.58 -4.41 0.80
H -0.20 5.69 2.95
H 0.05 2.18 -1.44
H 0.37 2.67 0.24
H -0.10 -1.84 3.16
H -2.60 1.44 -5.21
H -2.02 -0.78 -0.39
H 0.30 -4.39 -4.99
H 2.43 -3.50 -1.86
H 0.72 5.86 4.40
H 1.51 -3.20 -5.10
H 0.26 0.16 3.12
H 0.91 2.51 5.31
H 1.08 -0.98 -1.09
H 1.00 1.85 -3.70
H 0.34 0.18 -2.16

The strongest force on any atom is 4.2 eV Å⁻¹. Its charge is 0. The spin multiplicity is 1.

Atom charges from the Löwdin analysis, given in e for atoms 1 to 6: 0.035 -0.045 0.008 0.022 0.009 0.034

---

6.
The following is a quantum chemistry calculation of a 2-piece molecular cluster, C3H9NO2 overall in a non-equilibrium geometry, from the Open Molecules 2025 dataset.

Cartesian coordinates (Å):
O 3.37 1.09 -0.79
O -2.78 -0.11 0.56
N -1.54 -1.24 -1.02
C -1.69 -0.63 0.22
C -0.49 -0.56 1.14
C 2.23 1.15 -0.02
H -2.38 -1.26 -1.64
H 2.38 1.10 1.09
H -0.84 0.38 1.71
H 3.91 1.89 -0.80
H -0.70 -1.61 -1.35
H 0.50 -0.26 0.64
H -0.29 -1.41 1.79
H 1.63 2.06 -0.19
H 1.52 0.32 -0.38

The strongest force on any atom is 3.2 eV Å⁻¹. Its charge is 0. The spin multiplicity is 1.

Atom charges from the Löwdin analysis, given in e for atoms 1 to 6: -0.106 -0.010 0.139 -0.556 -0.020 -0.220

---

Number 1: electronic energy -4892.94351 Eh. Number 2: electronic energy -1947.50774 Eh. Number 3: electronic energy -289.31136 Eh. Number 4: electronic energy -397.51447 Eh. Number 5: electronic energy -1351.71760 Eh. Number 6: electronic energy -324.91073 Eh.